The following is a quantum chemistry calculation of C43H34FN3O7S as an isolated structure, from the Open Molecules 2025 dataset.

Each line ends with the Löwdin charge.
Cartesian coordinates (Å):
1 C 3.2091 -8.2763 4.9073  0.037
2 C 2.7265 -8.9431 3.6577  -0.464
3 O 2.3980 -10.0843 3.5764  0.171
4 O 2.7487 -8.1131 2.5267  0.082
5 C 1.5487 -7.6155 2.1113  -0.451
6 O 0.4987 -7.9610 2.5714  0.163
7 C 1.7193 -6.5945 1.0205  -0.016
8 C 0.5561 -5.6488 0.9784  -0.120
9 C 0.3211 -4.7160 1.9287  -0.108
10 C 1.3448 -4.5190 3.0143  -0.112
11 C 2.6739 -3.9288 2.4829  -0.167
12 C 3.9292 -4.5669 3.0893  -0.280
13 N 4.4959 -3.8815 4.2650  -0.006
14 C -0.8799 -3.9026 1.8835  -0.142
15 C -1.2097 -2.9092 2.9712  -0.111
16 C -1.3317 -3.5043 4.3766  -0.178
17 F -0.4624 -2.8653 5.2668  -0.072
18 C -1.7583 -4.0202 0.8556  0.035
19 C -1.5193 -4.9583 -0.1711  -0.346
20 N -2.2823 -5.2175 -1.2376  -0.231
21 S -1.5501 -6.3911 -2.0399  1.007
22 N -0.2670 -6.6376 -1.1182  -0.229
23 C -0.3610 -5.7787 -0.0970  -0.300
24 H 2.3807 -8.1870 5.6034  0.102
25 H 3.6779 -7.3172 4.7156  0.069
26 H 3.9483 -8.9429 5.3449  0.096
27 H 1.7595 -7.1556 0.0875  0.132
28 H 2.6746 -6.0850 1.1304  0.117
29 H 1.5505 -5.4888 3.4734  0.115
30 H 0.9902 -3.8546 3.7877  0.090
31 H 2.6985 -3.9854 1.3948  0.106
32 H 2.7041 -2.8650 2.7227  0.111
33 H 3.7018 -5.5871 3.4041  0.074
34 H 4.7156 -4.6282 2.3403  0.111
35 H 3.7284 -3.6195 4.8775  0.063
36 H 4.8702 -2.9921 3.9502  0.061
37 H -2.1876 -2.5003 2.7234  0.097
38 H -0.5282 -2.0597 2.9756  0.132
39 H -2.3368 -3.3872 4.7710  0.116
40 H -1.0661 -4.5595 4.3787  0.119
41 H -2.6495 -3.4105 0.8266  0.115
42 C -1.8291 0.7916 -3.4271  -0.046
43 C -2.2040 2.0877 -3.7635  -0.055
44 C -2.8683 2.8810 -2.8426  -0.020
45 C -3.1659 2.3788 -1.5818  -0.087
46 C -2.8053 1.0704 -1.2516  -0.079
47 C -2.1306 0.2826 -2.1753  0.004
48 C -3.1449 0.4916 0.0786  -0.270
49 O -2.8227 -0.6423 0.3646  0.097
50 C -3.8946 1.3484 1.0410  -0.080
51 C -4.2655 0.8193 2.2704  -0.002
52 C -4.9494 1.6037 3.1830  -0.054
53 C -5.2602 2.9236 2.8746  -0.054
54 C -4.8961 3.4558 1.6497  0.000
55 C -4.2190 2.6697 0.7263  -0.081
56 C -3.8591 3.2561 -0.5965  -0.283
57 O -4.1152 4.4125 -0.8599  0.101
58 H -1.3045 0.1769 -4.1462  0.110
59 H -1.9752 2.4797 -4.7459  0.113
60 H -3.1585 3.8912 -3.0976  0.123
61 H -1.8494 -0.7258 -1.9047  0.121
62 H -4.0153 -0.2067 2.5011  0.113
63 H -5.2411 1.1884 4.1384  0.108
64 H -5.7901 3.5362 3.5916  0.108
65 H -5.1354 4.4793 1.3971  0.121
66 C -0.8199 5.5475 -1.7653  -0.045
67 C -0.6505 6.7749 -1.1339  -0.044
68 C 0.1682 7.7386 -1.6977  0.001
69 C 0.8277 7.4764 -2.8924  -0.083
70 C 0.6695 6.2376 -3.5172  -0.080
71 C -0.1607 5.2789 -2.9515  0.003
72 C 1.3891 5.9135 -4.7813  -0.277
73 O 1.2422 4.8412 -5.3295  0.103
74 C 2.2987 6.9501 -5.3483  -0.083
75 C 3.0190 6.6580 -6.4996  -0.003
76 C 3.8597 7.6106 -7.0485  -0.057
77 C 3.9798 8.8622 -6.4541  -0.057
78 C 3.2669 9.1577 -5.3049  -0.002
79 C 2.4294 8.2022 -4.7440  -0.082
80 C 1.6905 8.5344 -3.4910  -0.277
81 O 1.7914 9.6276 -2.9767  0.107
82 H -1.4664 4.7994 -1.3279  0.088
83 H -1.1622 6.9784 -0.2027  0.110
84 H 0.3036 8.6990 -1.2204  0.120
85 H -0.2814 4.3252 -3.4464  0.106
86 H 2.9144 5.6831 -6.9548  0.120
87 H 4.4230 7.3802 -7.9429  0.107
88 H 4.6333 9.6069 -6.8884  0.107
89 H 3.3540 10.1258 -4.8320  0.120

- charge = 0
- Kohn-Sham gap (eV) = 7.66
- calculated total energy (eV) = -77499.833
- molar mass (g/mol) = 755.82
- strongest force on any atom (eV/A) = 0.864
- LUMO level (hartree) = -0.0463